Record 1
This record from the Open Molecules 2025 dataset describes a 9-piece molecular cluster, C26H62BF3O10 overall at a distorted geometry. The level of theory is ωB97M-V/def2-TZVPD.

```
102
Properties=species:S:1:pos:R:3:forces:R:3:mulliken_charge:R:1
C 2.713 -6.508 1.337 0.068 0.097 1.048 -0.82
C 3.899 -5.942 1.944 -0.380 -0.385 -0.307 -0.11
C 4.049 -4.473 2.553 0.122 -1.045 1.476 -0.34
B 3.163 -3.338 1.774 0.364 0.573 -0.283 -0.08
C 4.048 -2.170 1.011 0.116 -0.361 -0.041 -0.39
C 4.882 -2.957 -0.142 -1.206 -0.451 1.230 -0.40
O 5.246 -2.064 -1.245 0.535 -2.437 -0.820 -0.20
C 5.771 -2.936 -2.276 3.337 -0.544 0.401 0.17
O 6.977 -3.268 -2.295 -4.753 1.406 0.092 -0.54
C 1.540 -3.288 1.753 -0.152 -0.509 -0.110 -0.32
C 0.883 -2.637 0.437 -1.037 -0.357 -0.671 0.01
C -0.097 -3.641 -0.361 -1.050 -1.106 1.014 0.25
F 0.194 -3.959 -1.733 -0.976 1.444 2.775 -0.33
C -1.271 -4.215 0.170 1.563 0.970 -1.542 0.22
F -2.361 -4.394 -0.740 2.345 -0.665 3.107 -0.24
F -1.396 -4.571 1.557 -0.651 1.400 -3.872 -0.25
H 1.916 -6.974 2.030 0.127 2.540 -1.083 0.27
H 2.508 -6.595 0.218 1.343 -1.592 1.507 0.25
H 4.819 -6.635 2.039 -0.586 1.918 -1.848 0.28
H 3.835 -4.421 3.695 0.171 0.045 -1.509 0.33
H 5.169 -4.201 2.460 -1.692 -0.664 0.192 0.24
H 4.743 -1.671 1.776 -0.795 -0.690 -1.250 0.20
H 3.387 -1.340 0.580 1.143 -1.235 0.386 0.09
H 5.788 -3.512 0.297 -1.146 1.103 -0.730 0.26
H 4.173 -3.792 -0.519 1.076 1.182 0.141 0.31
H 5.022 -3.312 -3.061 0.795 0.776 1.151 0.38
H 1.118 -4.351 1.852 0.598 1.545 0.184 0.12
H 1.227 -2.675 2.683 0.391 -0.980 -1.342 0.26
H 0.211 -1.743 0.726 1.099 -1.408 -0.515 0.29
H 1.622 -2.248 -0.336 -0.843 -0.627 1.069 0.04
C -2.199 -1.049 -2.394 -0.195 -0.006 0.110 -1.05
C -1.280 -0.012 -3.003 -0.072 -0.339 -0.153 0.20
O 0.049 -0.515 -3.059 0.368 0.006 -0.003 -0.48
H -1.861 -1.312 -1.387 -0.034 0.081 -0.032 0.06
H -3.225 -0.678 -2.337 0.029 -0.055 -0.007 0.45
H -2.190 -1.970 -2.985 -0.069 0.063 -0.026 0.42
H -1.275 0.896 -2.398 0.204 -0.103 -0.077 -0.16
H -1.601 0.250 -4.016 -0.171 0.116 0.094 0.24
H 0.036 -1.313 -3.603 0.013 0.125 0.180 0.27
C -5.260 -4.568 2.335 -0.138 -0.105 -0.028 -0.99
C -4.798 -3.150 2.061 0.250 -0.317 0.120 0.00
O -4.097 -2.637 3.188 0.083 0.217 0.130 -0.53
H -5.910 -4.596 3.214 -0.003 0.069 -0.108 0.30
H -5.805 -4.973 1.480 0.049 -0.046 0.050 0.32
H -4.406 -5.218 2.548 -0.011 0.015 -0.136 0.26
H -5.654 -2.500 1.871 0.158 0.075 0.132 0.32
H -4.137 -3.115 1.190 -0.161 -0.034 -0.145 0.01
H -3.336 -3.213 3.344 -0.165 0.118 -0.054 0.31
C -3.329 4.312 -1.582 -0.167 0.217 -0.041 -0.93
C -3.390 2.831 -1.893 0.335 0.303 0.058 -0.07
O -3.184 2.610 -3.286 -0.142 -0.174 -0.290 -0.53
H -4.086 4.855 -2.153 -0.003 -0.131 0.138 0.35
H -3.492 4.493 -0.517 0.106 0.028 -0.043 0.19
H -2.357 4.726 -1.865 0.032 -0.107 0.197 0.30
H -4.370 2.424 -1.629 0.052 -0.059 -0.202 0.27
H -2.626 2.283 -1.333 -0.104 0.051 0.200 0.13
H -2.313 2.964 -3.511 -0.206 -0.044 0.056 0.33
C 6.689 1.577 1.283 0.144 -0.035 -0.047 -1.07
C 5.264 1.611 0.768 0.149 0.093 0.303 -0.14
O 4.423 0.812 1.593 -0.204 0.031 0.119 -0.43
H 7.065 0.551 1.302 -0.049 0.074 -0.111 0.25
H 7.346 2.182 0.654 0.011 -0.023 0.080 0.35
H 6.738 1.955 2.309 0.006 0.104 -0.075 0.34
H 5.215 1.213 -0.248 -0.142 -0.094 0.149 0.21
H 4.876 2.635 0.757 0.096 0.055 -0.158 0.28
H 4.463 1.175 2.488 -0.014 -0.055 -0.207 0.25
C -0.940 5.379 1.957 -0.090 0.100 0.095 -0.98
C -1.002 3.898 1.641 0.320 0.205 -0.289 -0.09
O -0.791 3.684 0.248 0.073 -0.090 -0.314 -0.42
H -1.696 5.925 1.386 -0.001 -0.083 0.073 0.25
H -1.106 5.558 3.022 0.036 0.021 -0.054 0.23
H 0.033 5.795 1.677 0.014 -0.036 0.101 0.33
H -1.980 3.493 1.901 0.161 -0.029 -0.226 0.25
H -0.241 3.347 2.200 -0.151 0.044 0.091 0.21
H 0.081 4.038 0.027 -0.199 -0.097 0.029 0.23
C -0.103 3.024 6.023 0.133 0.070 0.083 -1.03
C -1.445 3.463 5.470 0.099 -0.422 0.038 -0.27
O -1.610 2.985 4.140 -0.149 -0.013 0.282 -0.41
H 0.710 3.400 5.397 -0.091 0.058 0.059 0.25
H 0.038 3.391 7.042 0.036 -0.070 -0.034 0.35
H -0.025 1.933 6.027 -0.062 0.041 0.105 0.32
H -1.511 4.553 5.447 -0.068 -0.102 -0.164 0.28
H -2.265 3.081 6.086 0.034 0.149 0.152 0.25
H -1.560 2.020 4.170 -0.051 0.196 -0.039 0.26
C -8.018 4.411 -2.567 -0.124 -0.018 0.124 -1.01
C -7.368 5.479 -3.423 0.088 -0.391 -0.042 -0.26
O -5.960 5.282 -3.471 0.053 0.101 -0.078 -0.49
H -7.613 4.434 -1.552 -0.051 0.085 -0.074 0.25
H -9.100 4.555 -2.518 0.035 -0.074 0.009 0.35
H -7.814 3.415 -2.970 -0.094 0.053 -0.057 0.32
H -7.556 6.471 -3.006 0.186 -0.046 -0.068 0.28
H -7.761 5.454 -4.445 -0.184 0.090 0.048 0.27
H -5.801 4.406 -3.849 0.079 0.182 0.082 0.26
C 2.988 0.116 -4.970 -0.140 0.070 -0.013 -1.07
C 4.104 -0.711 -4.368 -0.081 0.185 -0.327 0.06
O 4.139 -1.999 -4.973 0.085 -0.297 0.033 -0.52
H 2.027 -0.383 -4.828 0.094 0.125 0.118 0.24
H 2.944 1.106 -4.511 -0.061 -0.040 -0.057 0.32
H 3.130 0.235 -6.049 0.104 0.087 0.050 0.40
H 3.944 -0.844 -3.296 0.047 -0.152 -0.108 0.11
H 5.075 -0.226 -4.514 -0.010 0.121 0.139 0.23
H 4.290 -1.872 -5.919 -0.032 -0.081 0.211 0.28
```
Forces are in eV/Å.

**Calculated total energy**: -57260.01338 eV
**Strongest force on any atom**: 4.96 eV Å⁻¹
**Relative energy (zero: lowest compared OMol25 entry of this formula, charge and spin)**: 4.795 eV
**SMILES**: C=CCB(CCOC=O)CCC(F)=C(F)F.CCO.CCO.CCO.CCO.CCO.CCO.CCO.CCO
**HOMO-LUMO gap**: 6.78 eV
**Charge**: 0
**Lowest unoccupied orbital energy**: -0.619 eV

---

Record 2
This record from the Open Molecules 2025 dataset describes a 9-piece molecular cluster, C26H62N4O11S3 overall at a distorted geometry. The level of theory is ωB97M-V/def2-TZVPD.

```
106
Properties=species:S:1:pos:R:3:forces:R:3:mulliken_charge:R:1
C 0.077 -1.622 -0.218 1.197 0.110 -0.216 -1.25
S 0.159 0.113 -0.748 -0.826 -0.604 -0.467 0.88
O 1.092 0.129 -1.925 -0.319 0.144 0.266 -0.50
C -1.528 0.115 -1.457 0.321 -0.091 -0.930 -1.65
H 0.201 -2.242 -1.109 -0.532 0.117 -0.148 0.41
H -0.810 -1.846 0.364 0.016 -0.057 -0.097 0.67
H 1.004 -1.812 0.330 -0.288 0.022 0.387 -0.14
H -1.561 -0.625 -2.263 0.252 -0.258 0.255 0.43
H -1.702 1.050 -1.992 -0.013 0.237 0.478 0.51
H -2.327 -0.115 -0.755 0.132 0.174 0.174 0.55
C -1.402 -4.878 3.083 -0.386 -0.902 0.151 -0.84
S -0.325 -4.596 4.545 0.339 0.464 -0.216 0.66
O -0.501 -5.603 5.635 -0.466 -0.022 -0.708 -0.67
C 1.162 -5.112 3.690 0.227 -1.274 0.018 -1.00
H -2.435 -4.981 3.419 0.062 0.120 0.155 0.36
H -1.129 -5.808 2.578 0.041 -0.049 0.164 0.39
H -1.363 -4.089 2.333 0.335 0.325 0.363 0.12
H 1.957 -5.194 4.431 0.109 0.681 -0.072 0.35
H 1.407 -4.561 2.789 0.093 0.482 0.230 0.17
H 1.040 -6.161 3.390 -0.408 0.099 0.015 0.47
C -3.924 4.531 2.034 0.147 0.398 0.445 -1.07
S -2.332 3.708 1.751 -1.147 -1.185 0.466 0.49
O -2.196 2.869 2.987 0.643 0.537 0.032 -0.56
C -3.016 2.489 0.604 0.113 -0.790 -0.685 -0.42
H -3.800 5.374 2.717 0.372 0.077 -0.228 0.39
H -4.487 3.805 2.620 -0.209 -0.205 -0.432 0.31
H -4.406 4.876 1.122 -0.048 -0.189 -0.028 0.34
H -2.337 1.648 0.429 0.613 0.687 0.231 -0.62
H -3.268 2.873 -0.387 -0.220 0.184 0.183 0.51
H -3.842 1.944 1.067 -0.361 0.696 0.117 0.60
C -5.085 1.641 -3.364 -0.288 0.270 0.097 0.05
O -4.891 1.030 -2.332 0.193 -0.247 0.455 -0.59
N -4.456 1.429 -4.526 0.506 0.167 -0.130 0.20
C -4.699 2.199 -5.720 -0.062 0.698 -0.094 -0.94
C -3.483 0.366 -4.645 -0.838 -1.381 -0.103 -1.08
H -5.837 2.441 -3.406 -0.025 0.148 -0.181 0.39
H -3.771 2.666 -6.056 0.093 -0.370 -0.239 0.31
H -5.353 3.060 -5.558 -0.215 -0.286 0.402 0.33
H -5.149 1.586 -6.500 0.195 -0.046 -0.129 0.32
H -3.440 -0.195 -3.713 0.304 0.504 0.247 0.17
H -3.898 -0.399 -5.315 0.218 0.233 -0.379 0.40
H -2.508 0.643 -5.033 -0.028 0.355 0.082 0.40
C -0.007 5.196 -3.615 0.727 -0.469 0.421 0.16
O -0.795 6.082 -3.835 -0.423 0.307 -0.379 -0.58
N 0.246 4.681 -2.388 -0.834 -0.109 0.146 0.18
C 1.269 3.716 -2.095 0.536 -0.169 -0.253 -0.52
C -0.481 5.162 -1.243 -1.075 0.441 0.332 -0.94
H 0.633 4.711 -4.369 -0.097 0.086 -0.287 0.33
H 0.896 2.849 -1.555 -0.236 0.116 0.316 -0.15
H 2.046 4.217 -1.515 0.188 -0.268 0.136 0.37
H 1.722 3.271 -2.981 -0.058 0.398 -0.230 0.34
H -1.399 5.706 -1.477 0.313 0.135 -0.809 0.33
H -0.906 4.344 -0.655 0.796 -0.163 0.241 0.13
H 0.101 5.875 -0.656 0.203 -0.358 0.326 0.36
C 2.786 -2.093 2.373 0.430 1.007 1.172 0.52
O 2.651 -3.055 1.650 -0.295 -0.507 -0.870 -0.80
N 3.972 -1.691 2.872 0.429 0.542 -1.030 0.46
C 4.085 -0.793 3.976 0.819 -0.593 1.940 -1.17
C 5.181 -2.336 2.379 -0.538 -1.240 0.482 -1.01
H 1.978 -1.451 2.748 -0.301 -0.248 -0.133 0.11
H 4.901 -0.069 3.900 -0.348 0.255 -0.613 0.39
H 4.414 -1.377 4.863 -0.159 0.029 -0.196 0.36
H 3.158 -0.343 4.325 -0.158 0.106 -0.631 0.33
H 5.080 -2.568 1.323 -0.027 0.176 -0.041 0.24
H 6.104 -1.794 2.556 -0.210 0.397 0.158 0.33
H 5.227 -3.305 2.898 0.459 0.061 -0.183 0.34
C -0.365 -1.002 -5.597 0.083 -0.254 -1.385 0.36
O -1.065 -0.684 -6.549 0.008 0.053 0.615 -0.67
N 0.453 -2.087 -5.598 -0.268 1.012 0.757 0.13
C 1.317 -2.232 -4.443 0.140 -0.421 0.238 -0.58
C 0.558 -2.949 -6.753 0.117 -0.425 0.507 -0.98
H -0.292 -0.402 -4.675 -0.102 -0.101 0.036 0.23
H 2.344 -1.867 -4.556 -0.033 -0.089 -0.473 0.31
H 1.360 -3.281 -4.140 0.005 0.050 0.049 0.37
H 0.910 -1.637 -3.627 -0.053 -0.112 0.084 -0.17
H -0.282 -2.796 -7.420 0.064 0.363 -0.097 0.32
H 1.515 -2.790 -7.249 -0.053 -0.037 -0.248 0.33
H 0.497 -3.987 -6.416 0.191 -0.020 -0.013 0.32
O 5.057 0.083 -1.640 0.808 0.365 -0.911 -0.61
C 4.227 -0.463 -0.988 -0.162 0.244 1.308 0.49
O 3.642 0.137 0.067 -0.989 -0.836 0.642 0.06
C 3.737 1.509 0.370 0.195 0.918 -0.211 -0.29
C 2.962 1.751 1.662 1.464 -0.961 -0.083 -0.46
C 3.605 -1.801 -1.212 0.028 0.344 -1.735 0.03
H 3.294 2.133 -0.416 -0.012 -0.368 -0.241 0.08
H 4.782 1.825 0.430 0.012 -0.142 0.189 0.48
H 1.957 1.353 1.546 -0.317 0.645 0.093 -0.04
H 3.117 2.787 1.950 -0.747 0.138 -0.014 0.50
H 3.436 1.149 2.445 -0.112 0.100 -0.046 -0.13
H 2.605 -1.458 -1.505 -0.207 -0.665 0.266 -0.54
H 3.611 -2.571 -0.453 -0.108 0.366 0.445 0.09
H 4.052 -2.186 -2.130 0.103 -0.169 0.106 0.42
O 0.184 -1.334 4.075 -0.335 -0.275 0.265 -0.57
C -0.877 -0.750 4.033 0.921 1.014 -0.880 0.20
O -1.636 -0.444 5.076 -0.631 -0.650 0.104 -0.30
C -1.335 -1.099 6.315 1.611 -0.188 0.786 -0.13
C -1.286 -0.041 7.396 -0.658 1.111 -0.197 -1.25
C -1.359 -0.101 2.762 -0.235 -0.676 -0.773 0.39
H -0.322 -1.508 6.267 -0.139 -0.050 -0.309 0.20
H -1.969 -1.969 6.469 -0.525 0.327 0.006 0.38
H -0.899 -0.331 8.370 -0.005 -0.489 -0.128 0.37
H -2.243 0.466 7.552 -0.114 -0.325 0.037 0.31
H -0.648 0.766 7.025 0.194 -0.155 0.047 0.31
H -1.156 -0.756 1.908 -0.047 -0.235 0.480 -0.54
H -0.763 0.774 2.514 -0.185 0.334 0.516 0.19
H -2.424 0.111 2.757 0.109 0.354 0.223 0.44
```
Forces are in eV/Å.

**Calculated total energy**: -88953.39578 eV
**Strongest force on any atom**: 2.19 eV Å⁻¹
**HOMO-LUMO gap**: 9.06 eV
**Charge**: 0
**Lowest unoccupied orbital energy**: 0.352 eV